1.
This record from OMol25 describes a structure of composition C22H38EuP2 in a non-equilibrium geometry. The level of theory is ωB97M-V/def2-TZVPD.

Structure (XYZ):
```
63
Properties=species:S:1:pos:R:3:forces:R:3
P -2.311788 0.085214 0.357805 2.4 2.1 -1.1
P 2.098694 -0.748974 0.132151 -0.1 -0.5 -0.4
C -0.400213 0.535987 0.581485 -0.9 1.4 0.4
C 0.617653 0.200916 -0.523956 0.0 1.1 0.6
H -0.178665 0.050328 1.550371 0.0 -0.2 -0.3
H -0.396476 1.621665 0.822516 0.3 -0.6 -0.2
H 0.131210 -0.223852 -1.452246 0.5 -0.2 0.2
H 1.010554 1.103996 -0.941395 -0.2 0.6 0.0
C 3.041789 0.213981 1.405469 0.1 0.1 0.1
H 3.586645 -0.509043 2.036356 -0.4 0.2 -0.2
H 2.409540 0.828964 2.058718 0.2 -0.1 -0.2
H 3.814886 0.824918 0.908724 -0.4 -0.1 0.4
C 3.211089 -0.466843 -1.286017 0.4 0.1 -0.2
H 3.703290 0.507678 -1.137819 0.0 -0.4 -0.3
H 2.674215 -0.474709 -2.244754 0.1 -0.1 0.3
H 3.967967 -1.260676 -1.293126 -0.1 0.2 -0.1
C -3.105579 1.361621 1.407429 -0.4 0.2 -0.2
H -4.065753 0.947310 1.760224 0.4 0.3 0.1
H -3.343815 2.236805 0.772755 0.1 -0.3 0.3
H -2.472077 1.698134 2.250196 -0.3 -0.5 -0.4
C -2.857796 0.543842 -1.340908 -0.5 0.6 0.1
H -2.175181 0.324933 -2.176596 -0.1 -0.3 0.6
H -3.110577 1.610867 -1.397435 0.1 0.0 0.1
H -3.817149 0.049920 -1.527216 0.2 -0.4 0.0
Eu -0.551503 -2.049667 -0.335917 0.3 -1.9 -0.4
C 2.179319 2.813419 -1.769344 0.7 0.1 0.6
C 2.381277 2.935313 -0.444577 0.7 0.7 -1.4
C 1.961473 4.136415 0.354719 0.4 0.0 0.4
C 0.557716 4.725817 0.160549 -0.9 0.4 -0.1
C -0.559475 3.773402 -0.222307 0.1 0.2 -0.2
C -0.710788 3.262964 -1.453143 -0.5 1.1 0.4
C -0.021998 3.865879 -2.637526 1.0 -0.2 -0.9
C 1.547001 3.863660 -2.623127 -0.3 0.3 -0.2
C -2.823135 -1.823777 0.924138 -1.6 -2.5 -0.1
H 2.605109 1.969296 -2.300934 0.0 0.0 0.1
H 3.132194 2.301817 0.036701 -0.8 -0.1 -0.2
H 2.647839 4.970848 0.124719 0.1 -0.3 0.2
H 2.126560 3.883677 1.411569 -0.1 0.2 -0.2
H 0.263544 5.217975 1.112579 0.2 -0.1 -0.7
H 0.620848 5.499391 -0.627554 -0.1 -0.1 0.4
H -1.336565 3.683197 0.533232 0.2 -0.8 0.0
H -1.503168 2.558475 -1.692621 0.1 0.3 0.3
H -0.293237 4.932890 -2.759301 -0.3 -0.5 0.1
H -0.344505 3.346710 -3.553502 0.0 0.2 0.3
H 1.904251 3.752423 -3.673722 -0.2 0.2 0.8
H 1.878243 4.844899 -2.228376 0.0 -0.4 -0.4
H -2.666270 -2.821199 0.368381 -0.8 1.0 0.8
H -3.910610 -1.655401 1.056773 0.6 -0.4 0.1
H -2.292521 -1.879816 1.874326 -0.1 -0.1 0.3
C 0.826860 -3.649440 1.015172 -0.4 -0.1 0.0
C -0.021742 -4.814275 1.178288 0.4 -0.3 0.4
C -0.468952 -5.274662 2.455803 -0.7 0.3 -0.3
C -1.389167 -6.309322 2.575195 0.0 0.0 -0.5
C -1.860668 -6.986878 1.436286 -0.1 0.1 -0.1
C -1.414622 -6.594645 0.167614 0.1 0.2 0.5
C -0.489196 -5.558642 0.048817 -0.3 0.5 0.5
H 1.122784 -2.976353 1.849117 0.1 -1.0 -0.4
H 1.501994 -3.682311 0.148219 0.1 0.1 0.4
H -0.207900 -4.707530 3.349049 0.2 -0.2 -0.2
H -1.786872 -6.579250 3.556444 0.2 0.0 -0.2
H -2.618666 -7.762068 1.534100 0.2 0.1 0.0
H -1.817570 -7.062396 -0.735915 0.2 0.1 0.3
H -0.200342 -5.213819 -0.936650 0.2 -0.1 -0.2
```
Forces are in eV/Å.

As for the net charge: 0. The multiplicity is 8. The calculated total energy is -2253.628477 Ha. As for the expectation value of S²: 15.7725. For the energy above the lowest of the compared OMol25 structures with the same formula, charge and spin, the calculation gives 0.0 kJ/mol. For the HOMO-LUMO gap (spin up / spin down), the calculation gives 3.889 / 5.769 eV.

2.
This record from OMol25 describes a structure of composition C17H19KNO2 in a non-equilibrium geometry. The level of theory is ωB97M-V/def2-TZVPD.

Structure (XYZ):
```
40
Properties=species:S:1:pos:R:3:forces:R:3
K 0.449216 0.874186 0.165153 -0.3 2.7 2.0
C -2.334749 3.269707 -1.758196 -13.4 0.8 -6.6
C -2.234545 2.831057 -0.576074 13.3 -5.3 13.2
O -0.796853 3.101265 -0.163341 -5.7 -0.2 -1.6
C -2.777206 1.728356 0.243897 -5.8 8.6 -9.2
C -4.176889 1.940315 -0.082665 -2.5 -5.8 0.2
C -4.883413 0.773843 0.522782 -5.9 8.9 -5.7
C -4.606852 0.172003 1.669857 -2.5 -8.8 2.2
C -3.413367 -0.115024 2.004729 9.1 4.1 -1.1
C -2.355077 1.017210 1.251127 -7.1 -5.2 2.9
O -1.371234 1.230027 1.770648 9.5 0.8 5.6
H -1.678714 3.646140 -2.339620 4.9 2.3 -3.4
H -3.292205 4.202296 -1.582878 2.4 -2.2 -1.0
H -3.119082 2.286915 -2.348118 2.4 3.2 1.0
H -4.756851 2.678172 -1.074760 2.2 -2.6 3.7
H -6.010978 1.043664 0.387681 1.4 -1.3 0.0
H -4.981859 -1.089379 1.789614 -1.1 3.5 0.2
H -2.668206 -0.633538 2.632323 -1.6 -0.4 0.2
C 1.888591 -0.402669 2.883586 -2.2 -5.1 -1.9
N 2.683919 -0.485467 1.294322 -4.4 5.7 6.1
C 4.063002 -0.151535 1.089208 -2.9 -13.5 -3.2
C 2.036502 -1.477958 0.780295 -7.2 -6.5 4.5
C 2.168220 -1.505257 -0.527487 -2.7 -0.8 -12.6
C 3.156475 -2.696551 -1.332154 -2.0 3.4 11.4
C 2.826455 -2.500073 -2.483412 6.3 -8.4 -7.1
C 1.913816 -2.047017 -3.270765 2.9 -2.4 -10.0
C 1.244811 -1.075802 -3.103223 -3.0 -3.6 12.5
C 1.039301 -0.709223 -1.319301 5.4 -5.9 -2.8
H 2.432962 -1.417592 3.472343 -2.9 1.7 -1.8
H 0.876255 0.186981 3.301648 2.3 -2.2 -2.2
H 2.605117 0.061558 3.222236 6.9 6.2 4.0
H 4.243157 -1.404382 1.627326 2.2 3.2 -0.4
H 4.335052 0.591210 1.625243 2.5 5.1 2.8
H 4.236744 -0.660883 -0.001530 0.2 2.7 2.2
H 0.699980 -1.495598 1.059047 3.5 0.7 -0.3
H 1.942152 -2.808599 1.183776 1.6 2.8 -0.1
H 3.532804 -3.359315 -0.520345 0.6 0.5 -1.7
H 3.717011 -3.547467 -3.290957 -2.0 2.1 1.5
H 2.286161 -1.784221 -4.844622 -0.3 -1.5 2.8
H 1.080376 -0.267354 -3.357392 -4.0 13.0 -6.1
```
Forces are in eV/Å.

As for the net charge: -1. The calculated total energy is -1463.055352 Ha. For the HOMO-LUMO gap, the calculation gives 6.298 eV.

3.
This record from OMol25 describes a cluster of 2 separate species, C4H14N3O in total in a non-equilibrium geometry. The level of theory is ωB97M-V/def2-TZVPD.

Structure (XYZ):
```
22
Properties=species:S:1:pos:R:3:forces:R:3
C 0.405608 2.283562 -0.063590 -0.9 -0.9 0.2
C -0.842473 1.523210 -0.554874 0.3 -0.1 -1.5
C -0.877396 0.067698 -0.216950 -0.2 1.2 -0.5
C -2.025071 -0.439062 0.405507 0.4 -1.3 0.7
N -2.097740 -1.688955 0.834123 -0.7 0.0 -0.5
N 0.277092 -0.662825 -0.601433 -1.5 0.8 -0.1
N 1.686273 1.798767 -0.737121 -0.3 0.9 0.7
H 0.546457 2.001718 0.959767 0.1 0.3 0.7
H 0.174282 3.340325 -0.119670 0.7 0.2 -0.3
H -1.758235 2.073022 -0.363005 0.0 0.0 0.7
H -0.828364 1.566714 -1.655931 0.1 -0.1 -0.2
H -2.908026 0.126796 0.662948 0.3 0.7 0.1
H -2.885251 -1.924022 1.415929 -0.3 -0.2 0.1
H -1.666867 -2.494210 0.396147 0.7 0.1 0.2
H 0.068083 -1.184081 -1.455030 0.4 -0.1 0.0
H 0.563945 -1.259454 0.147528 0.7 -1.1 0.4
H 2.260854 2.525972 -1.180443 -0.3 -0.1 -0.1
H 2.231550 1.398553 0.022792 0.5 -0.1 -0.2
H 1.459831 1.018572 -1.346355 0.2 -0.2 -0.4
H 2.012947 -3.319381 0.753311 0.1 0.0 -0.1
H 2.738468 -2.445058 1.735618 0.0 0.2 -0.1
O 2.184419 -2.388503 0.945031 -0.2 -0.2 0.2
```
Forces are in eV/Å.

As for the net charge: +2. The multiplicity is 2. The calculated total energy is -399.662434 Ha. As for the expectation value of S²: 0.7610. For the energy above the lowest of the compared OMol25 structures with the same formula, charge and spin, the calculation gives 0.0 kJ/mol. For the HOMO-LUMO gap (spin up / spin down), the calculation gives 10.863 / 7.812 eV.

4.
This record from OMol25 describes a structure of composition C5H9NO. The level of theory is ωB97M-V/def2-TZVPD.

Structure (XYZ):
```
16
Properties=species:S:1:pos:R:3:forces:R:3
C 1.560454 -0.822858 -0.137916 0.0 0.1 -0.1
C 0.455526 -0.415320 0.795036 -0.1 -0.3 -0.3
N 0.589234 1.619473 1.266955 -0.1 -0.3 -0.3
C -0.567397 1.583820 0.547164 -0.1 -0.1 -0.1
O -1.200433 2.564508 0.203650 0.4 -0.3 0.2
C -0.861284 0.121858 0.258264 -0.1 -0.1 0.0
C -1.190012 -0.206989 -1.183586 -0.1 0.0 -0.2
H 1.779607 -0.037226 -0.862580 0.0 -0.1 0.1
H 1.221876 -1.711454 -0.683505 0.0 0.1 0.0
H 2.480059 -1.093702 0.389715 -0.2 0.1 0.0
H 0.354473 -1.087042 1.656268 0.1 0.3 0.0
H 0.917712 0.532356 1.493296 0.3 0.5 0.7
H -1.677253 -0.204955 0.908607 0.0 0.1 -0.1
H -0.398664 0.107832 -1.870194 -0.1 0.0 0.1
H -2.099442 0.328869 -1.458297 0.1 0.0 0.0
H -1.364459 -1.279164 -1.322872 0.0 0.1 0.0
```
Forces are in eV/Å.

As for the net charge: 0. The calculated total energy is -325.790526 Ha. For the energy above the lowest of the compared OMol25 structures with the same formula, charge and spin, the calculation gives 386.0 kJ/mol. For the HOMO-LUMO gap, the calculation gives 8.734 eV.

5.
This record from OMol25 describes an isolated molecule of C8H7N2O5P in a non-equilibrium geometry. The level of theory is ωB97M-V/def2-TZVPD.

Structure (XYZ):
```
23
Properties=species:S:1:pos:R:3:forces:R:3
N 2.038553 -1.968248 -0.450499 0.2 0.1 0.7
C 1.041998 -1.026281 -0.197968 0.9 -0.7 0.0
C -0.245044 -1.401961 0.170197 0.3 -0.5 -0.4
O -0.513434 -2.740052 0.276015 -0.3 -0.2 0.2
C -1.214175 -0.470394 0.421720 -1.8 0.0 0.2
P -2.904422 -1.128549 0.858899 -0.3 -1.2 1.0
O -3.596708 0.059349 1.767073 0.4 0.1 -1.3
O -3.675805 -0.957849 -0.609561 0.5 0.3 0.4
C -0.963507 0.885853 0.343947 -0.6 0.5 0.2
C 0.290016 1.252034 -0.007943 1.1 0.7 -0.5
C 1.273109 0.314638 -0.281842 0.4 1.6 -0.4
C 2.511446 1.060303 -0.652451 0.7 -1.3 -0.5
O 3.532600 0.544004 -1.060174 -0.5 0.7 0.6
N 2.300091 2.467281 -0.487311 -0.6 -1.1 0.7
C 0.899768 2.610946 -0.161351 -0.6 0.8 0.3
O 0.358535 3.677750 -0.019291 0.3 -0.7 0.0
H 1.995493 -2.730900 0.218713 -0.3 -0.2 -0.3
H 2.943115 -1.526019 -0.318232 0.1 0.0 -0.6
H -0.413342 -3.167467 -0.582154 0.2 -0.1 0.0
H -3.758131 0.812442 1.175204 -0.2 0.3 0.4
H -3.011518 -0.923227 -1.307465 -0.2 0.2 -0.2
H -1.714743 1.635491 0.555651 -0.1 0.0 0.0
H 2.826105 2.720858 0.348825 0.4 0.8 -0.5
```
Forces are in eV/Å.

As for the net charge: 0. The calculated total energy is -1136.191480 Ha. For the HOMO-LUMO gap, the calculation gives 8.390 eV.

6.
This record from OMol25 describes a cluster of 10 separate species, C15H50O10 in total in a non-equilibrium geometry. The level of theory is ωB97M-V/def2-TZVPD.

Structure (XYZ):
```
75
Properties=species:S:1:pos:R:3:forces:R:3
C -1.564343 1.843088 4.309089 0.9 1.2 -0.8
C -0.188999 2.102965 3.664454 0.0 -1.7 -0.8
C 0.962112 1.760086 4.614215 -0.8 -0.1 -0.1
O -0.105696 1.291978 2.418522 -0.5 0.7 1.7
H -2.279790 2.190593 3.561243 -0.4 -0.4 0.2
H -1.617331 2.573163 5.117663 -0.3 -0.4 0.4
H -1.729085 0.804144 4.582607 0.0 0.1 0.2
H -0.211982 3.135386 3.311524 0.5 0.2 0.4
H 0.538736 2.034326 5.582191 0.9 0.6 0.3
H 1.920677 2.181656 4.318521 -0.1 0.5 0.3
H 1.155445 0.692655 4.739905 -0.4 -0.2 -0.5
H -1.046357 1.067733 2.338379 0.2 -0.5 -0.9
C 1.398509 0.039226 -3.671663 0.4 -0.4 0.5
C 1.339331 -0.420693 -5.106880 0.8 -0.2 0.0
C 2.524517 0.101619 -5.894598 0.1 1.9 0.1
O 1.485771 -1.816431 -5.126418 -0.4 -1.3 -0.2
H 0.531129 -0.242772 -3.071014 -0.4 0.6 -0.3
H 1.690427 1.086910 -3.612048 -0.4 0.0 0.4
H 2.157713 -0.569952 -3.171533 0.5 0.3 -0.2
H 0.405900 -0.077825 -5.566378 0.0 -0.2 -0.2
H 2.353965 1.184764 -5.914277 0.1 0.1 -0.3
H 2.676878 -0.193761 -6.930906 -0.5 -0.5 0.1
H 3.488325 0.024172 -5.387889 -0.2 -0.5 0.3
H 0.908959 -2.231965 -4.476600 -0.2 0.1 -0.1
C -4.782286 0.564890 1.805724 0.6 -0.5 1.1
C -3.704908 -0.520508 1.546995 -1.1 -0.4 0.6
C -3.875945 -1.170380 0.196990 0.2 0.8 -0.8
O -2.394728 0.021596 1.660644 -0.1 0.5 0.0
H -5.802926 0.200564 1.684335 0.1 -0.2 -0.7
H -4.617269 1.489276 1.253601 0.0 -0.1 -0.2
H -4.792625 0.793127 2.875128 0.4 0.3 0.0
H -3.809504 -1.274850 2.333877 -0.1 0.0 0.1
H -2.949010 -1.629282 -0.145620 0.0 -0.1 0.1
H -4.085802 -0.311355 -0.447569 0.0 -0.3 -0.5
H -4.683560 -1.889675 0.072304 -0.1 0.1 0.4
H -1.784588 -0.729526 1.651617 0.0 -0.2 0.0
C -3.348831 3.928811 -1.412282 0.1 0.9 0.7
C -2.502982 3.146070 -0.440004 0.5 -1.7 0.2
C -1.206560 2.593456 -1.022860 0.4 -0.8 -0.5
O -2.262296 3.833461 0.776584 -0.2 1.1 0.1
H -3.663748 3.334097 -2.267154 0.1 -0.1 0.1
H -2.821305 4.816009 -1.768466 0.0 0.0 -0.1
H -4.228321 4.279213 -0.869036 -0.1 0.0 -0.2
H -3.072810 2.253597 -0.155627 -0.2 -0.1 -0.3
H -0.299732 3.198222 -0.974105 -0.4 0.6 0.0
H -1.354355 2.303407 -2.066529 0.0 0.2 -0.1
H -0.898170 1.655115 -0.554445 -0.2 0.0 0.3
H -2.011757 3.203781 1.456713 0.1 -0.2 -0.2
C 4.507247 -1.215508 -1.054766 -0.3 1.6 -0.3
C 4.015563 -2.567263 -0.684916 0.2 -0.5 -0.1
C 4.455643 -2.958075 0.733854 -1.2 -0.2 -0.6
O 2.575788 -2.606536 -0.851196 0.9 -0.2 0.7
H 5.586883 -1.073997 -1.021348 0.0 -0.3 0.0
H 4.056018 -0.454667 -0.410430 0.1 -0.1 0.3
H 4.161885 -0.909411 -2.045425 0.2 -0.3 -0.2
H 4.452017 -3.311600 -1.356631 0.0 0.0 -0.1
H 3.796041 -2.564115 1.509748 0.2 0.6 -0.1
H 5.467413 -2.571757 0.822241 0.1 -0.4 0.5
H 4.357841 -4.038087 0.853038 0.6 -0.1 0.0
H 2.357230 -2.415089 -1.769537 -0.1 -0.1 -0.1
O -0.784760 -3.294117 -1.118584 -0.2 -0.2 -0.1
H -0.756526 -2.357615 -0.896889 0.2 0.1 0.0
H -0.278089 -3.730048 -0.408225 -0.2 0.4 -0.5
O -0.890614 -2.521944 1.924855 0.0 0.2 0.1
H -0.200395 -3.077867 1.532101 -0.1 -0.1 0.0
H -1.040316 -2.894673 2.798064 0.0 0.0 0.0
O 0.732952 -0.597865 -0.231586 -0.3 0.0 0.0
H 0.412689 -0.760910 0.662536 0.0 0.2 0.1
H 1.628143 -0.958363 -0.239194 -0.1 -0.1 0.0
O 1.033472 -4.218802 0.672760 0.2 -0.4 0.7
H 1.837433 -3.701369 0.515450 -0.2 0.1 -0.5
H 1.209256 -5.082211 0.286345 0.0 -0.1 0.1
O 2.183167 2.274291 1.239281 0.3 0.0 0.2
H 1.477296 1.841271 1.747500 -0.1 0.0 -0.5
H 1.805927 3.116146 0.972029 -0.1 0.0 0.0
```
Forces are in eV/Å.

As for the net charge: 0. The calculated total energy is -1353.864854 Ha. For the energy above the lowest of the compared OMol25 structures with the same formula, charge and spin, the calculation gives 142.4 kJ/mol. For the HOMO-LUMO gap, the calculation gives 9.976 eV.